Record 1
Density functional theory data (ωB97M-V/def2-TZVPD) for 9 unconnected molecules or ions with the total composition C23H56Cl2O13 at a distorted geometry.

As for the LUMO energy: 0.449 eV. The energy relative to the best compared isomer or geometry (same formula, charge and spin) is 0.0000 eV. Its SMILES is C1CCOC1.C1CCOC1.C1CCOC1.ClCCl.OCCO.OCCO.OCCO.OCCO.OCCO. The multiplicity is 1. The value obtained for the HOMO energy is -9.443 eV. Its HOMO-LUMO gap is 9.89 eV.

```
94
Properties=species:S:1:pos:R:3:mulliken_charge:R:1
C 3.914 -0.597 5.082 -0.66
C 2.463 -0.195 5.180 -0.57
C 2.053 -0.072 3.722 -0.17
O 2.926 -0.944 2.974 -0.24
C 3.861 -1.546 3.869 -0.52
H 4.298 -1.176 5.924 0.35
H 4.588 0.237 4.886 0.27
H 2.275 0.760 5.673 0.36
H 1.918 -0.997 5.679 0.26
H 2.156 0.934 3.309 0.27
H 1.033 -0.407 3.528 0.06
H 4.820 -1.646 3.359 0.29
H 3.551 -2.552 4.168 0.30
C -0.442 2.508 -4.866 -0.68
C -0.438 3.396 -3.619 -0.46
C 0.154 2.507 -2.536 0.50
O 1.035 1.616 -3.225 -0.14
C 0.427 1.305 -4.466 -0.50
H 0.028 3.071 -5.671 0.24
H -1.456 2.227 -5.140 0.30
H -1.388 3.796 -3.259 0.20
H 0.215 4.266 -3.716 0.40
H -0.619 1.937 -2.000 -0.51
H 0.760 2.999 -1.773 0.18
H -0.172 0.390 -4.383 0.17
H 1.197 1.090 -5.208 0.36
C -6.344 0.642 2.768 -0.49
C -5.134 0.562 3.676 -0.69
C -4.020 1.227 2.848 0.03
O -4.645 2.022 1.859 -0.39
C -6.069 1.917 1.966 -0.48
H -7.282 0.770 3.311 0.36
H -6.456 -0.226 2.119 0.25
H -4.824 -0.433 4.004 0.33
H -5.281 1.075 4.630 0.29
H -3.394 0.476 2.355 -0.08
H -3.368 1.807 3.507 0.33
H -6.511 1.912 0.972 0.22
H -6.421 2.803 2.503 0.37
C -0.697 3.606 0.960 0.93
C -0.746 5.080 0.599 -0.86
O -0.539 5.320 -0.799 -0.48
O 0.613 3.100 1.144 -0.53
H -1.163 3.013 0.160 -0.49
H -1.310 3.424 1.843 0.20
H 0.063 5.615 1.094 0.38
H -1.725 5.473 0.884 0.33
H -1.264 4.884 -1.261 0.27
H 1.274 3.635 0.696 0.28
C 3.892 1.456 -1.903 0.14
C 3.940 -0.054 -1.819 -0.44
O 3.648 -0.524 -0.488 -0.26
O 5.072 2.060 -1.386 -0.54
H 3.036 1.824 -1.335 -0.18
H 3.704 1.787 -2.931 0.29
H 4.950 -0.424 -2.044 0.35
H 3.245 -0.559 -2.487 0.17
H 4.363 -0.238 0.091 0.18
H 5.828 1.560 -1.712 0.34
C -4.641 0.234 -0.888 -0.54
C -3.243 0.718 -1.160 0.91
O -3.196 1.441 -2.387 -0.52
O -4.950 -0.887 -1.748 -0.59
H -5.384 1.020 -1.035 0.37
H -4.793 -0.098 0.142 0.04
H -2.524 -0.104 -1.177 -0.20
H -2.898 1.371 -0.356 -0.21
H -3.312 0.819 -3.111 0.30
H -5.569 -0.570 -2.411 0.35
C 0.485 -4.197 -3.471 -0.41
C 0.770 -4.733 -2.076 0.16
O -0.046 -5.813 -1.663 -0.59
O 0.392 -5.251 -4.436 -0.56
H 1.301 -3.557 -3.803 0.18
H -0.452 -3.623 -3.452 0.28
H 0.667 -3.894 -1.378 0.13
H 1.824 -4.999 -2.023 0.19
H -0.946 -5.485 -1.560 0.33
H -0.464 -5.669 -4.308 0.33
C 2.855 -5.068 0.841 -0.60
C 3.040 -3.577 0.762 0.10
O 3.108 -3.211 -0.613 -0.54
O 2.918 -5.459 2.220 -0.52
H 3.611 -5.604 0.255 0.25
H 1.891 -5.361 0.410 0.27
H 3.960 -3.279 1.276 0.25
H 2.200 -3.078 1.255 0.10
H 3.160 -2.236 -0.600 0.38
H 2.547 -6.345 2.258 0.32
C 0.543 -0.115 0.192 0.97
Cl 0.110 -0.994 -1.283 -0.13
Cl -0.785 -0.068 1.379 -0.10
H 1.320 -0.705 0.665 -0.48
H 0.911 0.878 -0.031 -0.33
```

=====

Record 2
Density functional theory data (ωB97M-V/def2-TZVPD) for C8H8Br2N2O in the gas phase at a distorted geometry.

As for the LUMO energy (spin up / spin down): -0.841 / -0.398 eV. The energy relative to the best compared isomer or geometry (same formula, charge and spin) is 3.2257 eV. The multiplicity is 1. The value obtained for the HOMO energy (spin up / spin down) is -7.685 / -7.805 eV. Its HOMO-LUMO gap (spin up / spin down) is 6.84 / 7.41 eV.

```
21
Properties=species:S:1:pos:R:3:mulliken_charge:R:1
C 0.489 1.056 1.104 -0.30
C -1.566 0.473 -1.614 -0.45
C -2.798 0.868 -1.948 -0.96
C -0.289 2.190 1.553 -0.62
C 0.354 0.547 -0.115 0.35
C -0.492 1.367 -1.054 0.68
C -3.123 2.276 -1.488 0.27
C 1.820 -1.194 0.363 -0.88
N -0.935 2.898 0.685 -0.64
N -0.994 2.650 -0.528 -0.03
O 0.899 -0.596 -0.582 -0.38
Br -3.062 3.536 -2.861 -0.05
Br -4.660 2.137 -0.375 -0.09
H 1.204 0.705 1.830 0.36
H -1.411 -0.525 -1.669 0.51
H -3.588 0.218 -2.149 0.49
H -0.243 2.662 2.463 0.52
H 0.210 1.879 -1.858 0.26
H 2.690 -0.473 0.597 0.35
H 2.307 -2.092 -0.173 0.24
H 1.429 -1.731 1.214 0.37
```

=====

Record 3
Density functional theory data (ωB97M-V/def2-TZVPD) for a molecular structure, C2H8NOPS at a distorted geometry.

As for the LUMO energy: 0.488 eV. The energy relative to the best compared isomer or geometry (same formula, charge and spin) is 2.7716 eV. The multiplicity is 1. The value obtained for the HOMO energy is -8.779 eV. Its HOMO-LUMO gap is 9.27 eV.

```
14
Properties=species:S:1:pos:R:3:mulliken_charge:R:1
C -1.967 1.148 0.394 -0.91
C 0.816 -2.225 -0.802 -0.76
N 1.331 1.461 0.824 -0.54
O 0.533 0.575 -1.541 -0.65
P 0.328 0.466 -0.074 0.71
S 0.695 -1.377 0.778 -0.20
H -2.280 0.803 1.414 0.27
H -1.677 2.203 0.397 0.31
H -2.384 0.609 -0.458 0.32
H 0.410 -1.552 -1.580 0.30
H 0.159 -3.069 -0.704 0.29
H 1.848 -2.535 -0.976 0.28
H 0.867 2.345 0.574 0.31
H 1.322 1.148 1.753 0.26
```

=====

Record 4
Density functional theory data (ωB97M-V/def2-TZVPD) for a molecular structure, C3F9KO9S3 at a distorted geometry.

As for the LUMO energy: 4.208 eV. The energy relative to the best compared isomer or geometry (same formula, charge and spin) is 1.8718 eV. The multiplicity is 1. The value obtained for the HOMO energy is -3.519 eV. Its charge is -2. Its HOMO-LUMO gap is 7.73 eV.

```
25
Properties=species:S:1:pos:R:3:mulliken_charge:R:1
K 23.663 17.611 0.169 0.98
C 19.931 16.900 -2.974 0.54
F 19.702 16.606 -4.234 -0.21
F 20.623 18.078 -2.795 -0.25
F 18.801 17.077 -2.280 -0.23
S 20.966 15.564 -2.063 1.02
O 21.671 16.303 -1.004 -0.57
O 19.969 14.572 -1.655 -0.69
O 21.902 14.922 -2.985 -0.63
C 27.082 14.746 -0.775 0.58
F 27.529 14.808 0.428 -0.22
F 27.133 15.893 -1.428 -0.22
F 27.890 13.940 -1.447 -0.26
S 25.239 14.078 -0.898 1.09
O 25.200 12.710 -0.416 -0.69
O 24.455 14.974 -0.073 -0.61
O 24.940 14.210 -2.359 -0.65
C 27.311 18.454 2.518 0.60
F 26.862 18.750 3.744 -0.22
F 28.642 18.586 2.388 -0.23
F 27.076 17.167 2.182 -0.20
S 26.476 19.654 1.254 1.14
O 25.044 19.636 1.515 -0.70
O 27.030 20.955 1.540 -0.70
O 26.883 19.217 -0.042 -0.65
```

=====

Record 5
Density functional theory data (ωB97M-V/def2-TZVPD) for 2 unconnected molecules or ions with the total composition C3H10NOS2 at a distorted geometry.

As for the LUMO energy: -3.531 eV. The energy relative to the best compared isomer or geometry (same formula, charge and spin) is 0.7686 eV. The multiplicity is 1. The value obtained for the HOMO energy is -12.868 eV. Its charge is +1. Its HOMO-LUMO gap is 9.34 eV.

```
17
Properties=species:S:1:pos:R:3:mulliken_charge:R:1
C 0.992 -2.670 0.539 -0.67
S -0.117 -1.835 -0.596 -0.05
S 1.183 -0.587 -1.709 -0.16
H 1.456 -3.495 0.028 0.30
H 0.392 -3.063 1.348 0.31
H 1.772 -2.019 0.933 0.27
H 1.873 -0.080 -0.662 0.15
O -1.200 1.994 2.485 -0.45
C -0.600 2.676 1.678 0.09
C -0.378 2.217 0.267 -0.27
N -1.256 1.031 -0.106 -0.18
H -0.183 3.673 1.914 0.35
H -0.425 3.011 -0.471 0.40
H 0.643 1.813 0.237 0.15
H -1.739 1.215 -0.954 0.37
H -0.581 0.237 -0.165 0.01
H -1.971 0.948 0.623 0.36
```

=====

Record 6
Density functional theory data (ωB97M-V/def2-TZVPD) for 7 unconnected molecules or ions with the total composition C37H72Cl2O16 at a distorted geometry.

As for the LUMO energy: 0.493 eV. The energy relative to the best compared isomer or geometry (same formula, charge and spin) is 0.0000 eV. Its SMILES is COCCCCCCCCOC(=O)O[C@H](Cl)[C@@H](C)Cl.CCOC(C)=O.CCOC(C)=O.CCOC(C)=O.CCOC(C)=O.CCOC(C)=O.CCOC(C)=O. The multiplicity is 1. The value obtained for the HOMO energy is -8.734 eV. Its HOMO-LUMO gap is 9.23 eV.

```
127
Properties=species:S:1:pos:R:3:mulliken_charge:R:1
C 3.792 -2.811 2.018 -0.57
O 4.034 -1.411 2.005 -0.17
C 4.260 -0.867 0.720 -0.92
C 3.086 -0.049 0.159 -0.52
C 1.712 -0.654 0.416 -0.01
C 0.604 0.396 0.619 -0.55
C -0.731 -0.240 0.262 -1.04
C -1.960 0.628 0.537 0.22
C -2.300 0.621 2.027 -0.42
C -3.717 1.100 2.379 -0.67
O -4.402 1.715 1.277 -0.33
C -5.197 0.943 0.538 0.44
O -5.185 0.995 -0.689 -0.41
O -6.082 0.184 1.248 -0.39
C -6.098 -1.183 0.960 -0.29
Cl -4.480 -1.926 0.907 -0.06
C -6.832 -1.558 -0.329 0.59
C -7.175 -3.037 -0.338 -1.32
Cl -8.232 -0.518 -0.638 -0.19
H 3.441 -3.198 1.066 0.29
H 4.673 -3.352 2.365 0.36
H 2.994 -2.997 2.732 0.04
H 5.116 -0.200 0.800 0.33
H 4.518 -1.634 -0.007 0.43
H 3.151 0.986 0.474 0.38
H 3.229 -0.038 -0.919 0.27
H 1.412 -1.258 -0.434 0.30
H 1.686 -1.286 1.291 -0.03
H 0.795 1.287 0.029 0.28
H 0.587 0.635 1.682 0.21
H -0.706 -0.450 -0.808 0.45
H -0.829 -1.199 0.759 0.24
H -1.765 1.645 0.211 0.23
H -2.762 0.233 -0.075 -0.01
H -1.543 1.185 2.558 0.47
H -2.215 -0.407 2.357 0.21
H -4.276 0.286 2.820 0.24
H -3.638 1.866 3.140 0.39
H -6.610 -1.643 1.793 0.60
H -6.137 -1.388 -1.140 -0.08
H -7.535 -3.357 0.633 0.32
H -6.256 -3.574 -0.532 0.33
H -7.858 -3.275 -1.139 0.42
O -1.916 1.423 -6.711 -0.61
C -2.953 1.283 -6.121 0.82
O -2.911 1.203 -4.785 -0.35
C -4.065 1.240 -3.938 -0.45
C -4.693 -0.121 -3.754 -0.56
C -4.273 1.131 -6.839 -1.07
H -4.782 1.982 -4.295 0.32
H -3.698 1.599 -2.979 0.28
H -5.072 -0.538 -4.689 0.38
H -5.518 -0.051 -3.047 0.04
H -3.954 -0.824 -3.366 0.27
H -4.402 0.086 -7.116 0.28
H -4.239 1.732 -7.744 0.31
H -5.133 1.460 -6.261 0.35
O 1.833 -3.994 0.111 -0.57
C 1.143 -4.975 0.139 0.73
O 0.465 -5.248 1.264 -0.24
C -0.522 -6.272 1.361 -0.42
C 0.092 -7.622 1.669 -1.04
C 1.085 -5.941 -1.022 -1.22
H -1.146 -6.296 0.466 0.35
H -1.167 -5.965 2.183 0.33
H 0.757 -7.953 0.871 0.28
H -0.685 -8.374 1.803 0.39
H 0.685 -7.564 2.582 0.30
H 1.920 -6.636 -0.942 0.28
H 1.190 -5.371 -1.942 0.34
H 0.156 -6.501 -1.091 0.41
O -0.069 -2.705 3.859 -0.56
C 0.482 -2.522 4.909 0.88
O 1.397 -3.405 5.324 -0.30
C 2.216 -3.191 6.482 -0.19
C 1.511 -3.651 7.741 -1.16
C 0.107 -1.365 5.808 -0.97
H 2.548 -2.159 6.547 0.23
H 3.108 -3.792 6.320 0.33
H 0.603 -3.076 7.927 0.26
H 2.169 -3.543 8.603 0.38
H 1.218 -4.698 7.651 0.30
H -0.753 -1.653 6.411 0.28
H -0.170 -0.524 5.177 0.20
H 0.911 -1.032 6.461 0.34
O 3.459 3.447 -0.990 -0.58
C 2.728 4.091 -1.690 0.84
O 1.726 4.784 -1.125 -0.38
C 0.929 5.730 -1.848 -0.59
C -0.222 5.072 -2.575 -0.71
C 2.858 4.078 -3.197 -0.98
H 1.549 6.325 -2.519 0.40
H 0.545 6.413 -1.093 0.34
H 0.128 4.370 -3.333 0.18
H -0.840 5.824 -3.065 0.31
H -0.839 4.506 -1.876 0.29
H 2.322 3.214 -3.586 0.23
H 3.912 3.981 -3.443 0.35
H 2.491 4.979 -3.683 0.29
O 0.344 7.534 -5.389 -0.57
C -0.108 6.885 -6.292 0.83
O -1.242 6.196 -6.104 -0.37
C -1.965 5.541 -7.152 -0.49
C -1.431 4.152 -7.432 -0.67
C 0.626 6.758 -7.608 -1.03
H -1.998 6.163 -8.049 0.35
H -2.987 5.476 -6.781 0.33
H -0.404 4.185 -7.798 0.22
H -2.044 3.651 -8.178 0.33
H -1.425 3.562 -6.527 0.18
H 1.367 5.965 -7.521 0.24
H 1.135 7.698 -7.802 0.33
H -0.019 6.557 -8.459 0.34
O 4.498 -0.968 7.208 -0.58
C 5.286 -0.513 6.421 0.87
O 5.621 -1.231 5.343 -0.35
C 6.444 -0.712 4.289 0.05
C 7.913 -0.900 4.608 -1.16
C 5.971 0.810 6.671 -1.15
H 6.190 0.325 4.070 0.32
H 6.180 -1.285 3.403 0.00
H 8.208 -0.348 5.502 0.30
H 8.528 -0.558 3.775 0.37
H 8.127 -1.952 4.794 0.32
H 6.836 0.641 7.311 0.31
H 5.272 1.461 7.190 0.32
H 6.285 1.325 5.767 0.37
```